A cluster of 12 separate species, C36H84N12O12 in total. Source: OMol25; level of theory: ωB97M-V with the def2-TZVPD basis set.

XYZ file:
```
144
Properties=species:S:1:pos:R:3:forces:R:3
C -1.039 0.641 6.555 -0.120 0.380 -0.989
N -0.321 -0.426 7.188 0.177 -1.061 0.173
C -0.570 -0.571 8.628 0.944 -0.285 -0.952
C 0.591 -1.208 6.490 0.869 -0.299 1.523
O 1.329 -2.105 6.945 -1.974 1.915 -0.730
H -2.097 0.480 6.349 -0.199 -0.580 0.325
H -0.617 0.818 5.566 0.198 0.248 0.065
H -1.011 1.554 7.150 0.359 0.066 0.013
H -0.433 0.418 9.064 -0.015 -0.114 0.310
H -1.566 -0.951 8.855 -0.013 -0.017 -0.115
H 0.201 -1.268 8.956 -0.195 0.053 0.436
H 0.666 -0.842 5.455 -0.003 -0.311 -0.080
C -3.839 6.178 -6.245 0.599 0.784 -0.465
N -3.321 4.961 -5.709 0.925 -0.428 0.363
C -2.269 5.044 -4.685 -0.607 -0.894 -0.179
C -3.858 3.765 -6.047 -0.067 -0.801 0.484
O -3.503 2.656 -5.662 -0.111 1.149 -0.238
H -4.305 6.813 -5.491 -0.580 -0.201 -0.003
H -4.436 5.988 -7.137 -0.433 -0.006 0.395
H -3.022 6.798 -6.614 0.309 -0.034 -0.078
H -1.814 4.057 -4.600 -0.046 0.030 -0.055
H -1.475 5.757 -4.906 -0.351 0.184 -0.144
H -2.766 5.239 -3.735 0.305 0.346 0.195
H -4.743 3.906 -6.688 0.064 -0.143 -0.249
C -1.758 -1.420 -1.162 -0.767 -0.639 0.333
N -0.806 -0.735 -0.319 -2.623 2.187 -1.154
C -1.084 0.723 -0.231 1.440 -0.063 -0.111
C 0.252 -1.320 0.219 0.414 -0.782 -1.077
O 1.150 -0.760 0.782 0.873 0.522 1.084
H -1.596 -1.370 -2.238 0.587 0.098 -0.036
H -2.739 -0.965 -1.023 -0.053 -0.042 0.211
H -1.862 -2.463 -0.863 0.147 -0.070 -0.100
H -1.577 1.148 -1.105 -0.234 -0.724 -0.223
H -1.667 1.028 0.638 0.148 -0.296 0.183
H -0.116 1.223 -0.251 0.009 0.110 0.551
H 0.262 -2.387 -0.055 0.110 -0.283 0.364
C 6.855 1.662 -1.766 -0.236 1.398 -0.653
N 5.983 2.867 -1.682 0.790 -0.525 -0.552
C 6.684 4.160 -1.717 0.472 -0.340 -0.070
C 4.634 2.752 -1.695 -1.085 2.153 0.670
O 3.864 3.718 -1.541 1.141 -1.527 -0.485
H 6.240 0.762 -1.784 0.245 0.047 0.580
H 7.646 1.755 -1.022 -0.455 -0.560 0.581
H 7.436 1.664 -2.689 -0.226 0.133 -0.449
H 6.054 5.048 -1.664 -0.277 -0.521 0.413
H 7.477 4.153 -0.970 -0.370 0.175 0.621
H 7.294 4.301 -2.609 -0.325 -0.433 -0.634
H 4.235 1.732 -1.803 0.298 -0.019 0.027
C 7.042 -3.467 -2.556 -0.278 -2.055 0.232
N 5.579 -3.666 -2.313 1.500 0.457 -0.507
C 5.242 -4.522 -1.122 -0.970 1.062 -1.699
C 4.691 -3.018 -3.168 -1.250 -0.302 2.663
O 3.479 -2.891 -2.940 2.104 -0.485 -0.947
H 7.488 -4.445 -2.732 -0.116 -0.542 0.023
H 7.578 -3.179 -1.652 -0.284 0.867 -0.090
H 7.366 -2.981 -3.476 -0.687 0.835 0.325
H 5.641 -5.533 -1.210 0.256 0.137 -0.230
H 5.538 -4.084 -0.169 0.055 0.200 -0.180
H 4.157 -4.578 -1.203 -0.046 -0.127 0.514
H 5.244 -2.551 -3.997 -0.304 -0.024 -0.108
C -7.040 2.805 -0.783 -0.246 -0.400 0.074
N -8.256 3.573 -0.937 1.175 0.132 -0.388
C -7.963 4.975 -1.001 -0.639 1.144 1.039
C -9.502 3.069 -1.010 -0.045 -0.211 0.601
O -9.820 1.900 -0.880 0.196 0.619 -0.329
H -6.577 3.097 0.159 0.108 -0.239 0.128
H -6.353 3.090 -1.580 0.084 -0.270 -0.120
H -7.258 1.737 -0.794 0.073 0.134 -0.043
H -8.804 5.543 -0.605 -0.348 0.090 -0.522
H -7.204 5.243 -0.266 0.349 -0.364 0.034
H -7.620 5.402 -1.944 -0.191 -0.408 -0.330
H -10.195 3.917 -1.121 -0.496 -0.246 -0.149
C 2.980 -8.813 3.299 0.489 -0.951 -1.593
N 2.082 -8.022 2.504 -0.098 1.771 0.758
C 1.365 -8.702 1.369 -0.133 0.834 0.685
C 1.846 -6.763 3.085 -4.674 0.174 -3.636
O 0.807 -6.120 2.749 3.351 -1.199 1.356
H 2.410 -9.647 3.710 0.341 -0.020 0.660
H 3.546 -8.200 4.000 -0.409 -0.241 0.231
H 3.704 -9.223 2.595 0.369 -0.430 0.223
H 2.000 -8.853 0.496 0.549 -0.101 0.335
H 0.940 -9.659 1.672 0.307 -0.099 0.299
H 0.516 -8.163 0.947 0.120 0.614 0.673
H 2.620 -6.369 3.762 -0.235 -0.341 -0.008
C 3.769 3.835 3.824 0.073 0.081 0.260
N 4.882 4.435 4.592 -3.318 0.358 -0.032
C 6.138 4.429 3.937 1.750 -0.777 0.660
C 4.644 4.593 5.942 5.558 1.622 0.409
O 5.636 4.928 6.707 -4.273 -1.340 -2.143
H 3.769 2.761 4.010 -0.408 -0.101 -0.024
H 3.806 3.962 2.742 0.625 0.280 0.089
H 2.833 4.318 4.106 -0.065 -0.344 0.277
H 6.846 5.111 4.408 -0.137 -0.110 0.133
H 6.496 3.407 4.054 0.743 -0.137 0.000
H 6.182 4.588 2.859 -0.929 0.419 0.081
H 3.586 4.459 6.215 0.371 0.025 0.253
C -5.192 8.210 3.386 1.071 -0.236 0.654
N -4.959 6.924 4.112 0.689 0.176 -1.079
C -5.800 6.542 5.213 -0.921 0.507 0.126
C -4.068 6.023 3.611 0.302 -3.403 0.742
O -3.989 4.771 3.886 -0.479 4.430 -0.559
H -5.948 8.202 2.601 -0.255 -0.426 0.254
H -4.264 8.530 2.913 0.155 -0.386 -0.167
H -5.373 9.042 4.066 -0.405 -0.325 0.321
H -5.722 7.265 6.025 0.325 0.038 0.121
H -6.840 6.621 4.896 -0.218 -0.461 0.039
H -5.557 5.544 5.579 -0.009 0.141 -0.298
H -3.326 6.479 2.938 -0.252 -0.061 -0.159
C 8.188 -3.091 5.175 0.949 -0.152 -0.549
N 8.106 -2.030 4.153 -0.419 -1.457 1.989
C 6.845 -1.348 4.215 -0.834 0.903 -0.906
C 9.116 -1.739 3.303 -0.895 0.901 -1.426
O 8.992 -0.976 2.339 0.396 -0.715 1.240
H 7.583 -3.984 5.021 -0.678 0.316 -0.616
H 7.907 -2.714 6.159 0.388 0.149 0.001
H 9.184 -3.534 5.137 0.293 0.408 0.450
H 6.441 -1.139 5.205 0.926 0.025 0.518
H 6.941 -0.400 3.686 -0.207 -0.134 -0.132
H 6.012 -1.928 3.819 0.175 -0.176 -0.698
H 10.058 -2.269 3.514 -0.122 -0.058 0.100
C -7.760 -3.861 -4.921 -0.172 1.140 0.754
N -7.675 -2.485 -5.482 0.969 -1.635 0.118
C -7.648 -1.318 -4.586 -0.643 -0.833 -0.292
C -7.663 -2.326 -6.825 0.140 0.166 0.378
O -7.597 -1.255 -7.381 -0.029 0.469 -0.454
H -8.693 -3.862 -4.358 -0.099 -0.628 0.015
H -6.960 -4.090 -4.217 0.191 0.499 0.167
H -7.690 -4.701 -5.613 -0.426 0.578 -0.574
H -7.309 -0.476 -5.191 -0.260 0.046 0.300
H -8.662 -1.224 -4.200 -0.172 0.663 -0.144
H -7.055 -1.441 -3.680 0.518 -0.342 -0.367
H -7.715 -3.272 -7.386 -0.013 -0.115 0.101
C -2.735 -5.092 -6.341 0.311 -0.148 -1.399
N -1.353 -5.575 -6.310 -0.073 -0.284 1.185
C -0.255 -4.719 -6.704 0.220 -0.123 -0.167
C -1.083 -6.845 -5.902 -0.250 0.787 -0.533
O -1.904 -7.630 -5.490 0.043 -0.406 0.148
H -2.957 -4.991 -7.403 -0.328 0.258 -0.211
H -2.897 -4.102 -5.913 0.269 -0.191 0.426
H -3.442 -5.844 -5.990 0.429 0.098 0.442
H -0.168 -4.701 -7.790 -0.251 0.724 -0.135
H -0.314 -3.749 -6.212 -0.259 0.176 -0.452
H 0.718 -5.101 -6.393 -0.198 -0.438 0.336
H -0.016 -7.047 -6.083 0.085 -0.433 0.374
```
Positions in Å, forces in eV/Å.

Properties
F_max = 5.92 eV/A
ΔE to the lowest compared entry with this formula, charge and spin = 12.136 eV
HOMO level = -0.3284 Eh
Orbital gap = 9.0 eV
LUMO energy = 0.1 eV

Here are the Löwdin charges for atoms 1 to 99, given in e: -0.088 -0.205 -0.037 -0.284 -0.021 0.087 0.082 0.085 0.084 0.088 0.082 0.128 -0.082 -0.204 -0.029 -0.339 0.000 0.088 0.089 0.084 0.083 0.089 0.090 0.131 -0.076 -0.177 -0.031 -0.385 0.024 0.088 0.082 0.086 0.081 0.089 0.083 0.138 -0.039 -0.180 -0.047 -0.323 -0.034 0.081 0.085 0.077 0.086 0.080 0.080 0.133 -0.072 -0.176 -0.025 -0.309 -0.017 0.071 0.082 0.079 0.080 0.084 0.079 0.124 -0.042 -0.203 -0.087 -0.343 0.014 0.090 0.090 0.090 0.086 0.083 0.091 0.131 -0.098 -0.198 -0.026 -0.258 -0.041 0.088 0.082 0.081 0.080 0.080 0.081 0.128 -0.056 -0.212 -0.072 -0.244 -0.072 0.088 0.085 0.081 0.092 0.093 0.087 0.130 -0.041 -0.194 -0.058